Entry 1:
ORCA calculation (ωB97M-V/def2-TZVPD) on a gas-phase ion, C3H4N4 (charge +2).

Element x y z (Å)
H -2.873 -2.618 0.034
N -2.778 -1.594 0.019
N -3.378 -0.629 -0.029
N -3.720 0.488 -0.012
C -2.874 1.545 0.051
N -1.620 1.216 -0.028
C -0.476 0.917 -0.008
C 0.889 0.842 -0.004
H 1.284 0.168 0.779
H 1.357 1.833 0.127
H 1.266 0.377 -0.940

Summary:
Total charge ... +2
HOMO-LUMO gap ... 7.20 eV
ΔE to the lowest compared entry with this formula, charge and spin ... 0.00 kJ/mol
SMILES string ... [H]/N=N/[N+]#C[N+]#CC
DFT total energy ... -334.7152 a.u.
E_LUMO ... -12.53 eV
E_HOMO ... -19.73 eV

=====

Entry 2:
ORCA calculation (ωB97M-V/def2-TZVPD) on C3H4N4O in the gas phase.

Element x y z (Å)
H -0.476 -2.460 -1.217
N -0.151 -1.478 -1.842
C 0.129 -0.625 -0.982
N 1.041 0.464 -1.300
C 1.360 1.090 -0.263
C 0.688 1.031 1.000
N -0.466 0.518 1.151
N -0.569 -0.519 0.294
O -1.791 -1.326 0.527
H 1.785 2.176 -0.351
H 0.819 2.016 1.653
H -2.371 -0.889 1.329

Summary:
Total charge ... 0
HOMO-LUMO gap ... 8.45 eV
ΔE to the lowest compared entry with this formula, charge and spin ... 587.78 kJ/mol
SMILES string ... [H]/N=c1/nccnn1O
DFT total energy ... -410.7794 a.u.
E_LUMO ... -0.41 eV
E_HOMO ... -8.86 eV

=====

Entry 3:
ORCA calculation (ωB97M-V/def2-TZVPD) on C3H4N4O in the gas phase.

Element x y z (Å)
H -0.170 2.522 -0.564
N -1.114 2.395 -0.274
C -1.383 1.294 0.450
N -0.567 0.141 0.173
C -0.630 -1.183 0.292
N 0.516 -1.621 0.013
C 1.338 -0.637 -0.328
O 2.546 -0.951 -0.744
N 0.683 0.467 -0.286
H -2.429 1.268 1.060
H -1.532 -1.741 0.592
H 2.741 -1.955 -0.385

Summary:
Total charge ... 0
HOMO-LUMO gap ... 9.81 eV
ΔE to the lowest compared entry with this formula, charge and spin ... 272.85 kJ/mol
SMILES string ... [H]/N=C\n1cnc(O)n1
DFT total energy ... -410.8994 a.u.
E_LUMO ... 0.30 eV
E_HOMO ... -9.51 eV

=====

Entry 4:
ORCA calculation (ωB97M-V/def2-TZVPD) on C3H4N4O in the gas phase.

Element x y z (Å)
N -0.129 0.391 -2.052
C -0.784 -0.452 -1.089
O -1.834 -1.145 -1.037
N 0.029 -0.345 0.106
C 0.129 -1.176 1.227
N 0.729 -0.502 2.230
C 0.847 0.759 1.690
N 0.421 0.887 0.348
H -0.486 0.616 -3.048
H 0.286 1.149 -1.437
H -0.479 -2.053 1.082
H 1.270 1.872 1.982

Summary:
Total charge ... 0
HOMO-LUMO gap ... 10.54 eV
ΔE to the lowest compared entry with this formula, charge and spin ... 188.92 kJ/mol
SMILES string ... NC(=O)n1cncn1
DFT total energy ... -410.9313 a.u.
E_LUMO ... 0.49 eV
E_HOMO ... -10.05 eV

=====

Entry 5:
ORCA calculation (ωB97M-V/def2-TZVPD) on C3H4N4O in the gas phase.

Element x y z (Å)
C -1.431 0.106 -0.731
C -1.319 0.105 0.762
N -0.482 -0.766 -0.012
C 0.828 -0.317 -0.031
N 1.265 0.915 -0.005
N 2.613 0.780 -0.024
N 2.932 -0.435 0.003
O 1.798 -1.211 -0.008
H -1.009 0.914 -1.283
H -2.215 -0.511 -1.242
H -2.066 -0.549 1.293
H -0.916 0.968 1.279

Summary:
Total charge ... 0
HOMO-LUMO gap ... 11.61 eV
ΔE to the lowest compared entry with this formula, charge and spin ... 375.29 kJ/mol
SMILES string ... C1CN1c1nnno1
DFT total energy ... -410.8603 a.u.
E_LUMO ... 0.95 eV
E_HOMO ... -10.66 eV

=====

Entry 6:
ORCA calculation (ωB97M-V/def2-TZVPD) on C3H4N4O in the gas phase.

Element x y z (Å)
H -4.135 0.353 0.288
N -3.349 -0.185 0.074
C -2.216 0.395 0.172
N -1.048 -0.458 -0.241
C 0.286 -0.021 -0.146
N 0.833 1.104 -0.263
N 2.282 0.814 0.137
C 2.411 -0.416 0.097
O 1.255 -1.007 -0.002
H -1.820 1.467 0.507
H -1.263 -1.399 -0.187
H 3.274 -1.030 0.714

Summary:
Total charge ... 0
HOMO-LUMO gap ... 10.55 eV
ΔE to the lowest compared entry with this formula, charge and spin ... 290.40 kJ/mol
SMILES string ... [H]/N=C/Nc1nnco1
DFT total energy ... -410.8927 a.u.
E_LUMO ... 0.83 eV
E_HOMO ... -9.72 eV

=====

Entry 7:
ORCA calculation (ωB97M-V/def2-TZVPD) on C3H4N4O in the gas phase.

Element x y z (Å)
N 2.918 -0.278 0.145
N 1.563 -0.533 -0.010
C 0.730 0.431 -0.123
C -0.765 0.072 -0.109
N -1.795 0.996 0.018
C -2.848 0.111 0.099
N -2.525 -1.148 0.046
O -1.077 -1.039 -0.198
H 3.277 0.708 -0.207
H 3.556 -1.110 0.240
H 0.955 1.518 -0.257
H -3.990 0.272 0.355

Summary:
Total charge ... 0
HOMO-LUMO gap ... 9.78 eV
ΔE to the lowest compared entry with this formula, charge and spin ... 407.69 kJ/mol
SMILES string ... N/N=C/c1ncno1
DFT total energy ... -410.8480 a.u.
E_LUMO ... 0.53 eV
E_HOMO ... -9.25 eV

=====

Entry 8:
ORCA calculation (ωB97M-V/def2-TZVPD) on C3H4N4O in the gas phase.

Element x y z (Å)
H 1.592 -1.644 -0.777
N 2.198 -0.896 -0.488
C 1.718 0.148 0.097
N 0.299 0.461 0.193
C -0.590 1.387 -0.137
N -1.846 0.920 -0.252
C -1.766 -0.402 0.021
O -2.814 -1.042 -0.274
N -0.422 -0.928 0.310
H 2.223 1.001 0.083
H -0.320 2.376 -0.171
H -0.274 -1.382 1.396

Summary:
Total charge ... 0
HOMO-LUMO gap ... 9.27 eV
ΔE to the lowest compared entry with this formula, charge and spin ... 376.35 kJ/mol
SMILES string ... [H]/N=C\n1cnc(=O)[nH]1
DFT total energy ... -410.8599 a.u.
E_LUMO ... -0.26 eV
E_HOMO ... -9.53 eV

=====

Entry 9:
ORCA calculation (ωB97M-V/def2-TZVPD) on 2 unconnected molecules or ions with the total composition C3H4N4OS2.

Element x y z (Å)
C -2.641 2.075 -0.029
C -2.284 -1.550 0.850
C 2.173 0.046 -0.478
N -3.771 2.188 0.071
N -1.526 -0.559 0.665
N 3.243 0.419 0.116
N -0.770 0.287 0.265
O 1.938 -0.601 -1.521
S -2.971 -2.537 -0.357
S -0.933 1.834 -0.146
H -2.529 -1.802 1.885
H 3.210 0.935 0.991
H 4.201 0.229 -0.216
H 2.659 -0.963 -2.096

Summary:
Total charge ... +2
HOMO-LUMO gap (alpha / beta) ... 7.04 / 6.62 eV
ΔE to the lowest compared entry with this formula, charge and spin ... 285.16 kJ/mol
DFT total energy ... -1206.4383 a.u.
E_LUMO (alpha / beta) ... -10.66 / -10.63 eV
E_HOMO (alpha / beta) ... -17.70 / -17.25 eV

=====

Entry 10:
ORCA calculation (ωB97M-V/def2-TZVPD) on a molecular structure, C3H4NO.

Element x y z (Å)
C 1.382 -0.052 0.000
C -0.268 -0.796 0.007
C -0.334 0.833 -0.003
N 1.215 -1.231 -0.004
O 1.058 1.245 0.003
H -0.704 -1.208 0.920
H -0.717 -1.213 -0.900
H -0.807 1.205 -0.917
H -0.825 1.219 0.895

Summary:
Total charge ... +1
HOMO-LUMO gap ... 10.88 eV
ΔE to the lowest compared entry with this formula, charge and spin ... 333.85 kJ/mol
DFT total energy ... -246.2649 a.u.
E_LUMO ... -6.65 eV
E_HOMO ... -17.54 eV

=====

Entry 11:
ORCA calculation (ωB97M-V/def2-TZVPD) on 2 unconnected molecules or ions with the total composition C3H4NO.

Element x y z (Å)
C 0.089 -1.146 -0.362
C -0.372 0.407 0.915
C -0.905 -1.040 0.829
N 0.481 0.220 -0.022
O -1.634 -1.729 1.421
H 0.862 -1.911 -0.256
H -0.411 -1.220 -1.331
H -1.679 2.546 1.604
H 1.193 0.816 -0.438

Summary:
Total charge ... +1
HOMO-LUMO gap (alpha / beta) ... 7.55 / 9.15 eV
ΔE to the lowest compared entry with this formula, charge and spin ... 550.05 kJ/mol
DFT total energy ... -246.1826 a.u.
E_LUMO (alpha / beta) ... -7.78 / -6.69 eV
E_HOMO (alpha / beta) ... -15.34 / -15.84 eV

=====

Entry 12:
ORCA calculation (ωB97M-V/def2-TZVPD) on 2 unconnected molecules or ions with the total composition C3H4NO.

Element x y z (Å)
C -0.154 1.552 0.004
C -1.275 -0.938 0.051
C 1.178 -0.424 -0.043
N 0.739 0.783 -0.027
O -1.694 0.134 0.056
H -0.416 2.582 0.004
H -1.456 -1.995 0.064
H 1.572 -0.846 0.872
H 1.507 -0.846 -0.981

Summary:
Total charge ... +1
HOMO-LUMO gap ... 9.33 eV
ΔE to the lowest compared entry with this formula, charge and spin ... 305.29 kJ/mol
DFT total energy ... -246.2758 a.u.
E_LUMO ... -4.92 eV
E_HOMO ... -14.25 eV

=====

Entry 13:
ORCA calculation (ωB97M-V/def2-TZVPD) on a gas-phase ion, C3H4NO2 (charge -1).

Element x y z (Å)
O 0.667 1.293 1.917
C 0.739 0.621 0.850
C 0.517 0.794 -0.616
C 0.396 -0.584 0.097
N -0.950 -1.112 0.115
O -1.619 -0.723 -0.922
H -0.602 0.958 -0.983
H 1.356 1.022 -1.339
H 1.086 -1.339 -0.126
H -1.589 -0.931 1.006

Summary:
Total charge ... -1
HOMO-LUMO gap (alpha / beta) ... 5.89 / 5.88 eV
ΔE to the lowest compared entry with this formula, charge and spin ... 563.02 kJ/mol
SMILES string ... O=C1C[C@@H]1N[O-]
DFT total energy ... -321.7982 a.u.
E_LUMO (alpha / beta) ... 4.34 / 4.34 eV
E_HOMO (alpha / beta) ... -1.55 / -1.54 eV

=====

Entry 14:
ORCA calculation (ωB97M-V/def2-TZVPD) on 2 unconnected molecules or ions with the total composition C3H4NO2.

Element x y z (Å)
C 2.530 0.437 0.528
C -1.025 -0.715 0.305
C -1.114 0.325 -0.746
N -0.477 0.621 0.432
O 2.650 1.306 1.321
O 2.676 -0.332 -0.352
H -1.984 -0.936 0.856
H -0.392 -1.488 0.156
H -0.723 0.052 -1.694
H -2.141 0.728 -0.806

Summary:
Total charge ... -1
HOMO-LUMO gap ... 5.11 eV
ΔE to the lowest compared entry with this formula, charge and spin ... 302.90 kJ/mol
DFT total energy ... -321.8973 a.u.
E_LUMO ... 3.70 eV
E_HOMO ... -1.41 eV

=====

Entry 15:
ORCA calculation (ωB97M-V/def2-TZVPD) on a gas-phase ion, C3H4NO2 (charge -1).

Element x y z (Å)
C -0.687 0.001 -0.380
C 0.806 0.590 -0.301
C -0.915 -1.246 0.044
N 1.098 0.390 1.023
O 1.191 1.484 1.643
O -1.489 0.683 -1.047
H 1.434 -0.099 -0.820
H 0.604 1.616 -0.805
H -1.839 -1.610 -0.088
H -0.202 -1.809 0.731

Summary:
Total charge ... -1
Spin multiplicity ... 3
HOMO-LUMO gap (alpha / beta) ... 6.82 / 5.44 eV
ΔE to the lowest compared entry with this formula, charge and spin ... 73.17 kJ/mol
<S²> ... 2.008
DFT total energy ... -321.7994 a.u.
E_LUMO (alpha / beta) ... 4.50 / 3.06 eV
E_HOMO (alpha / beta) ... -2.33 / -2.38 eV

=====

Entry 16:
ORCA calculation (ωB97M-V/def2-TZVPD) on a gas-phase ion, C3H4NO2 (charge +1).

Element x y z (Å)
N -0.286 -0.765 1.028
C -0.869 -0.128 -0.421
O -1.900 -0.640 -0.722
C 0.099 0.797 -0.942
C 1.399 0.903 -0.630
O 2.462 1.110 -0.266
H -0.624 -1.749 0.675
H -0.763 -0.547 1.835
H 0.674 -0.599 1.177
H -0.191 1.617 -1.734

Summary:
Total charge ... +1
HOMO-LUMO gap ... 10.46 eV
ΔE to the lowest compared entry with this formula, charge and spin ... 108.89 kJ/mol
SMILES string ... [NH3+]C(=O)C=C=O
DFT total energy ... -321.6249 a.u.
E_LUMO ... -4.93 eV
E_HOMO ... -15.39 eV

=====

Entry 17:
ORCA calculation (ωB97M-V/def2-TZVPD) on 2 unconnected molecules or ions with the total composition C3H4NO2S.

Element x y z (Å)
C 0.753 0.980 2.434
C -1.314 0.818 1.033
C 0.110 -1.146 -2.406
N -0.456 0.959 1.848
O 1.030 1.830 3.239
O -2.321 0.776 0.439
S 0.638 -1.361 -0.700
H 1.432 0.144 2.205
H -0.542 -0.209 -2.441
H -0.448 -1.962 -2.889
H 1.117 -0.830 -2.762

Summary:
Total charge ... -1
HOMO-LUMO gap ... 5.98 eV
ΔE to the lowest compared entry with this formula, charge and spin ... 94.83 kJ/mol
DFT total energy ... -720.1509 a.u.
E_LUMO ... 3.56 eV
E_HOMO ... -2.42 eV

=====

Entry 18:
ORCA calculation (ωB97M-V/def2-TZVPD) on a gas-phase ion, C3H4NO3 (charge -1).

Element x y z (Å)
C 1.247 0.566 -0.083
C 0.562 -0.771 -0.075
O 1.233 -1.813 -0.062
N -0.795 -0.852 -0.093
C -1.627 0.362 0.184
O -1.388 0.911 1.266
O -2.375 0.716 -0.751
H 0.823 1.234 -0.836
H 2.314 0.392 -0.216
H 1.125 1.044 0.893
H -1.119 -1.789 -0.228

Summary:
Total charge ... -1
HOMO-LUMO gap ... 8.49 eV
ΔE to the lowest compared entry with this formula, charge and spin ... 22.85 kJ/mol
SMILES string ... CC(=O)NC(=O)[O-]
DFT total energy ... -397.2951 a.u.
E_LUMO ... 4.14 eV
E_HOMO ... -4.34 eV

=====

Entry 19:
ORCA calculation (ωB97M-V/def2-TZVPD) on C3H4NP in the gas phase.

Element x y z (Å)
C 0.008 -0.437 0.967
N 0.874 0.435 0.575
C 0.715 0.958 -0.658
P -1.246 0.208 -1.239
C -1.113 -0.761 0.128
H 0.206 -0.924 2.000
H 1.013 0.158 -1.301
H 1.342 1.911 -0.717
H -1.801 -1.548 0.245

Summary:
Total charge ... 0
HOMO-LUMO gap ... 8.54 eV
ΔE to the lowest compared entry with this formula, charge and spin ... 117.04 kJ/mol
SMILES string ... C1=NCP=C1
DFT total energy ... -512.7313 a.u.
E_LUMO ... -0.26 eV
E_HOMO ... -8.80 eV

=====

Entry 20:
ORCA calculation (ωB97M-V/def2-TZVPD) on 2 unconnected molecules or ions with the total composition C3H4NP.

Element x y z (Å)
C 0.580 0.400 0.759
C 1.016 -0.500 -0.115
C -1.270 0.499 -0.337
N -0.645 0.954 0.685
P -0.274 -0.626 -1.399
H 1.794 1.197 2.045
H 1.975 -0.977 -0.152
H -2.271 0.832 -0.562
H -0.906 -1.780 -0.925

Summary:
Total charge ... 0
HOMO-LUMO gap ... 9.56 eV
ΔE to the lowest compared entry with this formula, charge and spin ... 358.17 kJ/mol
DFT total energy ... -512.6395 a.u.
E_LUMO ... -0.11 eV
E_HOMO ... -9.68 eV

=====

no.,largest force on an atom (eV/A)
1,3.55
2,5.76
3,6.03
4,5.33
5,2.76
6,4.89
7,12.28
8,6.11
9,2.12
10,3.96
11,1.65
12,2.78
13,4.19
14,4.01
15,4.94
16,5.54
17,2.38
18,1.81
19,2.76
20,4.69